This record from the Open Molecules 2025 dataset describes a cluster of 2 separate species, C2HN2 in total. The level of theory is the ωB97M-V functional and the def2-TZVPD basis.

Positions of all 5 atoms, in Å:
C (-1.78, -0.08, -0.18)
C (1.57, -0.04, -0.05)
N (-2.80, 0.20, 0.06)
N (0.49, -0.35, 0.00)
H (2.51, 0.26, 0.17)

Results
**Energy above the lowest of the compared OMol25 structures with the same formula, charge and spin**: 553.6 kJ/mol
**Lowest unoccupied orbital energy (alpha / beta)**: -11.892 / -11.890 eV
**Net charge**: +1
**Highest occupied orbital energy (alpha / beta)**: -20.49 / -20.49 eV
**Gap between HOMO and LUMO (alpha / beta)**: 0.3161 / 0.3162 Eh

***

This record from the Open Molecules 2025 dataset describes a structure of composition C8H10Br9Cl3N2. The level of theory is the ωB97M-V functional and the def2-TZVPD basis.

Positions of all 32 atoms, in Å:
C (-1.81, -5.23, 0.09)
C (-2.01, -4.51, -1.19)
N (-2.07, -3.92, -2.17)
H (-1.27, -4.55, 0.77)
H (-1.25, -6.14, -0.02)
H (-2.71, -5.61, 0.62)
C (2.32, -3.58, -2.76)
C (1.65, -3.96, -1.58)
N (1.17, -4.17, -0.54)
H (2.24, -4.26, -3.58)
H (3.40, -3.41, -2.51)
H (1.86, -2.58, -3.01)
C (-0.89, -0.98, -0.17)
Cl (-1.41, -1.48, 1.45)
Cl (0.70, -0.22, -0.26)
Cl (-2.12, 0.15, -0.76)
H (-1.00, -1.84, -0.85)
C (-2.77, 2.30, 1.92)
Br (-3.61, 1.97, 3.57)
Br (-0.85, 2.47, 2.09)
Br (-3.62, 3.84, 0.85)
H (-3.02, 1.47, 1.32)
C (3.04, 4.38, 2.23)
Br (4.86, 4.44, 2.17)
Br (2.36, 4.79, 4.03)
Br (2.51, 2.57, 1.76)
H (2.57, 5.05, 1.46)
C (0.38, 4.46, -0.97)
Br (2.13, 4.81, -1.56)
Br (-0.91, 4.24, -2.34)
Br (-0.14, 5.92, 0.31)
H (0.29, 3.59, -0.37)

Results
**Lowest unoccupied orbital energy**: -0.113 eV
**Net charge**: 0
**Highest occupied orbital energy**: -10.14 eV
**Gap between HOMO and LUMO**: 0.3683 Eh

***

This record from the Open Molecules 2025 dataset describes an isolated molecule of C16H20N4O4S2. The level of theory is the ωB97M-V functional and the def2-TZVPD basis.

Positions of all 46 atoms, in Å:
C (2.00, 4.69, 1.16)
N (0.90, 3.93, 0.59)
C (1.11, 2.90, -0.26)
S (-0.13, 1.95, -0.79)
N (2.41, 2.74, -0.70)
C (3.01, 1.62, -1.24)
O (4.03, 1.74, -1.87)
C (2.36, 0.31, -0.94)
C (2.14, -0.59, -1.97)
C (1.52, -1.80, -1.71)
C (1.15, -2.10, -0.41)
C (1.43, -1.24, 0.64)
C (2.04, -0.03, 0.38)
H (2.25, 0.66, 1.18)
H (1.14, -1.53, 1.64)
S (0.22, -3.59, -0.12)
O (-0.04, -3.72, 1.29)
O (0.83, -4.70, -0.79)
N (-1.18, -3.18, -0.97)
C (-1.96, -4.32, -1.44)
H (-1.28, -5.17, -1.50)
C (-3.10, -4.61, -0.48)
H (-3.69, -5.47, -0.81)
O (-4.00, -3.51, -0.39)
C (-3.42, -2.26, -0.69)
H (-3.49, -2.06, -1.77)
C (-1.96, -2.18, -0.27)
H (-1.88, -2.34, 0.82)
H (-1.56, -1.19, -0.51)
H (-4.01, -1.52, -0.16)
H (-2.69, -4.82, 0.52)
H (-2.34, -4.09, -2.44)
H (1.30, -2.51, -2.49)
H (2.43, -0.32, -2.98)
H (2.96, 3.58, -0.83)
C (-0.44, 4.26, 1.00)
H (-1.11, 4.11, 0.15)
H (-0.47, 5.31, 1.30)
C (-0.93, 3.35, 2.15)
C (-0.10, 3.49, 3.32)
N (0.59, 3.62, 4.22)
H (-0.92, 2.31, 1.82)
H (-1.96, 3.62, 2.41)
H (1.67, 5.14, 2.09)
H (2.84, 4.04, 1.39)
H (2.33, 5.48, 0.48)

Results
**Energy above the lowest of the compared OMol25 structures with the same formula, charge and spin**: 305.2 kJ/mol
**SMILES**: CN(CCC#N)C(=S)NC(=O)c1ccc(S(=O)(=O)N2CCOCC2)cc1
**Lowest unoccupied orbital energy**: -0.170 eV
**Net charge**: 0
**Highest occupied orbital energy**: -8.84 eV
**Gap between HOMO and LUMO**: 0.3187 Eh

***

This record from the Open Molecules 2025 dataset describes a structure of composition C35H59CrN6O2P2S2. The level of theory is the ωB97M-V functional and the def2-TZVPD basis.

Positions of all 107 atoms, in Å:
Cr (-1.53, 1.50, 0.22)
N (-2.86, 5.15, -1.42)
C (-1.68, 5.25, -2.12)
C (-0.95, 4.16, -1.78)
N (-1.66, 3.39, -0.88)
C (-2.81, 4.02, -0.70)
C (-3.81, 3.39, 0.14)
N (-3.51, 2.20, 0.63)
C (-4.60, 1.79, 1.36)
C (-5.56, 2.75, 1.30)
N (-5.04, 3.76, 0.52)
H (-3.62, 5.81, -1.47)
H (-1.47, 6.07, -2.78)
H (0.02, 3.87, -2.14)
H (-4.62, 0.84, 1.86)
H (-6.55, 2.81, 1.73)
H (-5.52, 4.62, 0.30)
C (1.80, -4.78, -2.77)
C (1.50, -4.66, -1.29)
C (2.20, -5.69, -0.43)
O (0.08, -4.83, -1.10)
P (-0.78, -3.62, -0.45)
S (-0.66, -2.04, -1.68)
S (-0.30, -3.37, 1.45)
O (-2.25, -4.27, -0.47)
C (-2.87, -5.11, -1.48)
C (-2.62, -4.67, -2.90)
C (-2.49, -6.56, -1.23)
H (2.87, -4.67, -2.95)
H (1.26, -4.02, -3.32)
H (1.49, -5.77, -3.13)
H (1.77, -3.65, -0.95)
H (1.91, -6.69, -0.73)
H (1.93, -5.55, 0.62)
H (3.28, -5.59, -0.53)
H (-3.94, -4.99, -1.26)
H (-1.57, -4.78, -3.16)
H (-2.89, -3.62, -3.04)
H (-3.21, -5.28, -3.58)
H (-1.44, -6.73, -1.46)
H (-3.10, -7.20, -1.87)
H (-2.67, -6.83, -0.19)
C (3.59, -1.14, 2.80)
C (2.20, -0.88, 3.36)
C (1.56, 0.34, 2.69)
C (2.05, 0.50, 1.25)
C (2.29, -0.88, 0.63)
C (3.50, -1.53, 1.32)
P (0.97, 1.61, 0.26)
C (1.14, 3.29, 1.03)
C (2.56, 3.74, 1.43)
C (2.52, 4.92, 2.41)
C (1.31, 5.81, 2.13)
C (0.00, 5.05, 2.40)
C (0.18, 3.54, 2.20)
C (1.78, 1.82, -1.40)
C (1.04, 1.00, -2.46)
C (1.54, 1.35, -3.87)
C (3.08, 1.34, -3.96)
C (3.72, 0.78, -2.69)
C (3.31, 1.60, -1.47)
H (4.08, -1.94, 3.37)
H (4.21, -0.25, 2.93)
H (2.23, -0.73, 4.45)
H (1.58, -1.76, 3.18)
H (1.79, 1.25, 3.26)
H (0.47, 0.23, 2.70)
H (3.01, 1.02, 1.29)
H (2.45, -0.83, -0.45)
H (1.40, -1.48, 0.78)
H (4.43, -1.25, 0.81)
H (3.40, -2.61, 1.23)
H (0.80, 3.95, 0.22)
H (3.11, 4.02, 0.52)
H (3.12, 2.92, 1.88)
H (3.45, 5.49, 2.34)
H (2.46, 4.55, 3.43)
H (1.35, 6.15, 1.09)
H (1.35, 6.72, 2.74)
H (-0.78, 5.42, 1.73)
H (-0.34, 5.24, 3.42)
H (-0.81, 3.08, 2.02)
H (0.57, 3.07, 3.10)
H (1.60, 2.88, -1.63)
H (-0.04, 1.18, -2.40)
H (1.16, -0.07, -2.26)
H (1.16, 2.34, -4.14)
H (1.10, 0.64, -4.58)
H (3.45, 2.35, -4.12)
H (3.40, 0.75, -4.83)
H (4.80, 0.79, -2.79)
H (3.42, -0.26, -2.56)
H (3.81, 2.58, -1.52)
H (3.70, 1.12, -0.58)
N (-4.39, -3.59, 2.15)
C (-3.73, -2.46, 1.79)
C (-3.79, -1.98, 0.48)
C (-3.01, -0.91, 0.13)
N (-2.20, -0.26, 0.99)
C (-2.19, -0.69, 2.26)
C (-2.96, -1.74, 2.70)
H (-4.65, -4.22, 1.42)
H (-4.09, -4.04, 3.00)
H (-4.37, -2.49, -0.27)
H (-3.00, -0.58, -0.90)
H (-1.49, -0.21, 2.92)
H (-2.84, -2.09, 3.72)

Results
**Energy above the lowest of the compared OMol25 structures with the same formula, charge and spin**: 0.0 kJ/mol
**Multiplicity**: 5
**Lowest unoccupied orbital energy (alpha / beta)**: -3.150 / -3.243 eV
**Net charge**: +1
**Highest occupied orbital energy (alpha / beta)**: -8.76 / -8.76 eV
**Gap between HOMO and LUMO (alpha / beta)**: 0.2063 / 0.2028 Eh

***

This record from the Open Molecules 2025 dataset describes an isolated molecule of C2H4N2O2S. The level of theory is the ωB97M-V functional and the def2-TZVPD basis.

Positions of all 11 atoms, in Å:
C (-0.19, 0.78, 0.03)
C (-1.70, -0.99, 0.04)
H (1.86, -1.37, 1.12)
H (1.77, 1.86, 0.24)
H (-2.00, 1.87, -0.19)
H (-1.28, -2.10, -0.30)
N (1.28, 0.89, 0.17)
N (-0.92, 1.78, -0.09)
O (-0.41, -0.58, 0.06)
O (-2.90, -0.52, -0.01)
S (2.18, -0.55, -0.14)

Results
**Energy above the lowest of the compared OMol25 structures with the same formula, charge and spin**: 338.6 kJ/mol
**SMILES**: [H]/N=C(/NS)OC=O
**Lowest unoccupied orbital energy**: 0.442 eV
**Net charge**: 0
**Highest occupied orbital energy**: -9.22 eV
**Gap between HOMO and LUMO**: 0.3549 Eh

***

This record from the Open Molecules 2025 dataset describes a structure of composition C33H31F2NSc. The level of theory is the ωB97M-V functional and the def2-TZVPD basis.

Positions of all 68 atoms, in Å:
Sc (8.93, 9.32, 9.56)
C (6.00, 8.38, 11.56)
C (7.41, 8.91, 11.60)
C (8.46, 7.98, 11.77)
C (8.13, 6.52, 11.96)
C (9.79, 8.44, 12.01)
C (10.93, 7.48, 12.15)
C (9.98, 9.83, 12.25)
C (11.28, 10.31, 12.81)
C (8.94, 10.77, 12.05)
C (9.21, 12.22, 12.30)
C (7.66, 10.31, 11.62)
C (6.53, 11.28, 11.36)
H (5.28, 9.20, 11.44)
H (5.74, 7.90, 12.50)
H (5.86, 7.69, 10.72)
H (8.05, 6.26, 13.02)
H (8.88, 5.86, 11.52)
H (7.18, 6.30, 11.49)
H (11.82, 7.91, 11.65)
H (10.74, 6.51, 11.68)
H (11.16, 7.28, 13.20)
H (11.16, 10.49, 13.89)
H (11.60, 11.25, 12.36)
H (12.10, 9.58, 12.72)
H (9.79, 12.66, 11.47)
H (9.79, 12.35, 13.22)
H (8.30, 12.78, 12.42)
H (5.93, 11.45, 12.26)
H (5.87, 10.95, 10.56)
H (6.92, 12.24, 11.05)
F (7.00, 14.14, 7.54)
C (7.11, 12.79, 7.41)
C (7.90, 12.12, 8.29)
C (7.87, 10.73, 8.31)
C (7.05, 10.00, 7.37)
C (6.28, 10.81, 6.48)
F (5.53, 10.18, 5.55)
C (6.31, 12.17, 6.44)
C (7.08, 8.55, 7.33)
C (6.47, 7.67, 6.39)
C (6.56, 6.31, 6.57)
C (7.19, 5.80, 7.70)
C (7.89, 6.62, 8.52)
N (7.83, 7.97, 8.36)
H (8.53, 12.71, 8.94)
H (5.73, 12.75, 5.71)
H (5.83, 8.07, 5.60)
H (6.14, 5.60, 5.85)
H (7.13, 4.74, 7.93)
H (8.58, 6.21, 9.25)
C (14.88, 10.14, 8.82)
C (13.90, 10.17, 9.83)
C (12.58, 9.90, 9.58)
C (12.14, 9.54, 8.28)
C (10.75, 9.20, 8.07)
C (10.46, 8.89, 6.74)
C (11.41, 8.94, 5.70)
C (12.71, 9.28, 5.91)
C (13.15, 9.53, 7.23)
C (14.51, 9.83, 7.55)
H (15.92, 10.37, 9.05)
H (14.24, 10.37, 10.85)
H (11.83, 9.96, 10.38)
H (9.44, 8.62, 6.45)
H (11.09, 8.72, 4.69)
H (13.42, 9.32, 5.07)
H (15.26, 9.78, 6.75)

Results
**Energy above the lowest of the compared OMol25 structures with the same formula, charge and spin**: 0.0 kJ/mol
**Lowest unoccupied orbital energy**: -3.561 eV
**Net charge**: +1
**Highest occupied orbital energy**: -10.00 eV
**Gap between HOMO and LUMO**: 0.2365 Eh